[1]
This record from the OMol25 dataset describes the molecule H4NO2PS in a non-equilibrium geometry. The level of theory is wB97M-V/def2-TZVPD.

The value obtained for the calculated total energy is -947.12045 hartree. For the frontier orbital gap, the calculation gives 10.97 eV. Its energy relative to the best compared isomer or geometry (same formula, charge and spin) is 92.7 kcal/mol. Its SMILES is NS(=O)(=O)P. As for the strongest force on any atom: 3.6 eV/A. As for the HOMO energy: -10.3 eV. The molar mass comes out at 113.1 g mol⁻¹.

```
! wB97M-V def2-TZVPD RIJCOSX def2/J DEFGRID3
* xyz 0 1
H -0.137 0.968 1.790
H -0.003 -2.150 0.331
O -0.162 1.144 -1.527
S -0.310 0.276 -0.306
O -1.569 -0.342 0.095
H 0.466 2.092 0.638
H 0.319 -1.761 -1.552
N 0.374 1.176 0.967
P 1.022 -1.403 -0.435
*
```

---

[2]
This record from the OMol25 dataset describes an isolated ion of composition C12H16O2P and charge +1 in a non-equilibrium geometry. The level of theory is wB97M-V/def2-TZVPD.

The value obtained for the calculated total energy is -958.28285 hartree. For the frontier orbital gap, the calculation gives 8.51 eV. Its energy relative to the best compared isomer or geometry (same formula, charge and spin) is 18.0 kcal/mol. As for the strongest force on any atom: 5.8 eV/A. As for the HOMO energy: -12.4 eV. The molar mass comes out at 223.2 g mol⁻¹.

```
! wB97M-V def2-TZVPD RIJCOSX def2/J DEFGRID3
* xyz 1 1
H 1.531 -3.617 0.533
H 3.468 -0.479 -1.379
H -1.982 -0.652 -2.171
C 0.996 -0.244 0.961
H -1.083 2.820 1.048
O -1.690 -0.673 1.054
C 1.044 -1.603 1.214
H -3.642 -1.733 -0.096
C 2.777 -0.721 -0.682
C 1.961 0.162 0.092
P -0.708 0.280 1.892
H -1.130 -1.839 -1.134
H 1.227 3.091 -0.441
H -0.627 -0.152 -1.390
O 2.593 1.552 -0.174
C -1.465 -0.751 -1.278
C -2.269 -0.139 -0.150
C -3.735 -0.575 -0.195
H -4.435 -0.408 0.632
C 1.704 -2.514 0.365
C -2.032 1.357 -0.096
H 0.407 -1.940 2.034
H 3.154 -2.776 -1.354
H 1.194 2.476 1.084
H 2.573 3.410 0.624
H -4.024 -0.330 -1.115
C -1.180 1.704 0.852
H -2.503 2.076 -0.786
H 3.520 1.583 0.386
C 1.817 2.734 0.288
C 2.537 -2.097 -0.616
*
```

---

[3]
This record from the OMol25 dataset describes C64H59IrN10OPS as an isolated structure in a non-equilibrium geometry. The level of theory is wB97M-V/def2-TZVPD.

The value obtained for the calculated total energy is -3940.23211 hartree. For the frontier orbital gap, the calculation gives 5.77 eV. As for the strongest force on any atom: 2.9 eV/A. As for the HOMO energy: -14.6 eV. The molar mass comes out at 1239.5 g mol⁻¹.

```
! wB97M-V def2-TZVPD RIJCOSX def2/J DEFGRID3
* xyz 3 1
C -4.907 -1.846 -4.109
H -2.386 5.029 1.582
C 5.022 -1.229 -3.522
H -3.014 7.357 2.095
C 2.391 -1.045 -0.929
C -0.042 -7.660 -2.377
H -8.256 -2.318 -4.194
H -6.217 -2.819 -5.496
C -0.541 2.999 2.246
C -0.007 6.642 -0.211
H 0.496 -8.568 -2.647
C 6.073 -1.985 -4.025
N -0.267 1.953 -0.037
S -0.414 -2.470 -0.821
C 4.400 -1.701 0.360
H -0.551 3.982 -3.382
H -1.982 1.130 4.688
C -3.834 -2.714 0.086
H -0.679 -1.895 5.335
C -0.431 3.060 0.777
H 4.994 -1.200 -0.394
C 1.106 0.219 -2.207
C 6.141 -3.343 -3.757
C -0.306 4.582 -2.512
C -7.187 -1.340 -2.610
C -1.132 -7.661 2.075
H -4.634 -4.353 1.216
C -0.353 7.952 0.092
H -0.862 -7.535 -3.086
H 2.547 1.005 -4.609
H 6.840 -1.509 -4.621
C -1.439 8.210 0.913
C 1.591 -7.813 1.508
C -1.288 1.993 2.850
C 2.270 -2.344 1.249
C -3.501 -0.672 -2.405
H -1.060 5.352 -2.381
H -5.412 -2.927 3.080
H 5.225 -5.005 -2.752
P -0.134 1.362 -2.798
H -2.185 -7.586 2.320
H -0.475 -7.825 -1.384
C -4.455 -3.285 1.187
H -2.189 1.287 -4.801
N -2.581 0.037 -3.161
H -3.561 -3.322 -0.769
H 1.203 -2.396 1.167
C 4.127 -3.191 -2.453
N 1.255 -0.224 -0.957
C 5.031 -2.301 1.438
C -4.802 -1.157 -2.902
H 0.860 6.455 -0.834
C 0.829 -8.973 1.619
C 3.007 -1.709 0.254
C -6.145 -2.276 -4.563
C -1.565 0.389 -2.356
H -8.077 -1.133 -2.031
C -0.440 -4.006 -0.009
C -3.590 -1.342 0.060
C -3.001 -0.704 -1.129
H 0.231 8.770 -0.308
N -0.210 -5.087 -0.716
C 1.326 0.107 2.805
H 1.701 -6.579 -1.685
H -1.847 1.299 2.226
N 2.088 -0.258 -2.975
H 2.955 -0.706 -4.822
C 0.176 -5.139 -2.134
C -0.379 -6.499 1.926
H 4.995 -0.161 -3.710
H 1.373 -0.711 6.055
H 0.815 -4.285 -2.353
N -0.281 3.728 -1.316
N 0.178 -0.536 2.391
C -0.529 -8.897 1.901
C -2.709 0.358 -4.588
C 2.223 -0.016 -4.422
C 4.039 -1.830 -2.740
C -0.431 4.176 -0.022
H -0.249 -5.978 -0.235
C -0.735 5.583 0.323
H -1.718 9.232 1.137
H -2.281 -0.436 -5.197
N -1.650 -1.881 2.889
H 0.643 4.759 2.593
H -2.159 -2.431 3.565
H -0.719 -5.055 -2.755
C 1.041 -0.657 5.025
H 0.494 4.601 5.045
C 5.170 -3.946 -2.966
C 2.903 -2.952 2.326
C 0.894 -6.453 -2.412
C -2.165 7.158 1.455
H 4.781 -3.398 3.267
H 1.582 -5.666 1.592
H 6.955 -3.933 -4.158
C 1.775 0.080 4.087
C -7.288 -2.010 -3.822
H 2.654 -7.878 1.316
C -1.378 1.904 4.231
Ir -0.305 -0.094 0.301
C 0.989 -6.574 1.655
C -0.200 2.384 -1.304
H -1.116 -9.801 1.998
C -4.652 -1.117 2.218
C -0.528 -1.223 3.302
O -1.791 -4.970 3.072
H -3.760 0.467 -4.834
C -1.034 -5.190 2.163
C -3.985 -0.547 1.138
H 1.269 -0.185 -4.912
H 1.301 -9.939 1.499
H 0.661 5.052 -2.668
C -0.004 3.864 4.429
H -4.019 -2.072 -4.690
C -5.951 -0.917 -2.149
N -1.794 -0.042 -1.128
H 1.891 0.615 2.037
H -3.827 0.527 1.101
C 4.285 -2.929 2.426
H -2.209 -1.493 2.142
C -0.722 2.832 5.023
C -4.881 -2.485 2.247
H -5.881 -0.365 -1.220
C 2.902 -1.060 -2.202
H 1.352 -6.377 -3.399
C 0.083 3.952 3.048
N -0.723 -4.078 1.310
C -0.093 -1.314 4.634
H -1.041 -3.209 1.735
H 2.313 -3.447 3.090
C -1.808 5.849 1.171
H 3.361 -3.657 -1.843
H -5.010 -0.490 3.026
H -0.774 2.761 6.102
H 2.672 0.616 4.362
H 6.111 -2.270 1.510
*
```

---

[4]
This record from the OMol25 dataset describes a 40-piece molecular cluster, H80O40 overall in a non-equilibrium geometry. The level of theory is wB97M-V/def2-TZVPD.

The value obtained for the calculated total energy is -3057.24072 hartree. For the frontier orbital gap, the calculation gives 8.97 eV. Its energy relative to the best compared isomer or geometry (same formula, charge and spin) is 324.2 kcal/mol. As for the strongest force on any atom: 5.3 eV/A. As for the HOMO energy: -9.9 eV. The molar mass comes out at 720.6 g mol⁻¹.

```
! wB97M-V def2-TZVPD RIJCOSX def2/J DEFGRID3
* xyz 0 1
H -0.114 3.844 -1.836
O 2.165 5.002 1.333
H -3.586 -3.409 0.130
H -2.558 2.501 -0.746
O 5.140 0.182 2.058
O -2.520 2.153 4.664
H -1.658 4.151 1.092
H -5.245 -0.637 2.999
H 1.509 -0.458 4.341
H -4.217 -1.692 -4.851
H -2.577 2.253 3.717
H 1.456 -5.794 2.583
O 2.486 0.394 -4.788
H 5.739 -1.361 2.123
O 2.061 -2.418 5.737
H 1.600 -0.519 0.604
H -1.363 -2.964 5.572
O -0.171 1.877 3.317
H 2.635 -5.215 -2.344
H 1.729 -4.894 1.327
H 0.308 6.067 -1.707
H 2.979 -2.867 1.424
O 0.455 3.146 -1.745
H -2.703 -4.562 0.426
H 2.139 2.886 -4.874
H 4.324 -0.064 2.423
O -3.554 -1.074 -4.465
H 1.293 2.934 -2.177
O -4.409 3.215 -2.690
H -1.790 -1.534 5.496
H -0.950 5.098 -1.451
H -0.477 -0.279 -6.721
H -2.207 0.448 -1.459
O -5.737 -1.487 0.307
O 5.779 -2.181 1.441
H -0.930 -2.420 -0.464
H 0.273 3.019 1.618
O -0.483 5.843 -1.162
H -1.544 -0.137 -4.087
O 2.466 -0.301 4.264
H 1.792 -6.344 -1.932
H -3.679 2.873 -3.245
O 1.578 -1.377 -2.309
H 3.769 3.566 -1.002
O -0.438 -4.549 3.668
O 4.991 -0.321 -2.677
H -2.367 0.904 -4.901
H -0.157 -4.290 2.816
H -1.280 -3.807 -0.107
O 1.641 -4.937 2.272
H 4.572 2.172 2.777
O 3.155 -2.294 0.646
H -5.966 -0.646 0.647
H 1.853 -0.207 -5.258
H 6.035 -2.749 2.204
H -5.381 -2.104 0.940
O 0.645 -0.337 0.771
H 5.160 0.376 -1.986
H 1.627 -2.064 -2.986
O 2.743 -6.147 -1.916
O -1.129 -1.001 -3.733
H -2.023 1.996 0.593
H -3.931 -0.732 -3.667
H -1.186 1.972 6.560
H 2.399 -1.591 5.326
O 1.614 3.428 -4.245
H -1.130 -0.892 -5.402
O -0.643 1.223 6.394
H -1.657 1.775 4.934
O -3.376 -2.004 2.729
H -1.715 -2.600 -4.444
H -0.429 -1.062 -2.998
O -2.260 -3.352 -4.216
O 3.284 -3.568 -2.388
H 2.202 4.461 0.525
H 0.224 1.131 -3.927
H 1.004 4.020 -4.661
H -6.186 0.607 2.381
H 3.089 3.832 -2.444
H 1.575 4.316 1.817
O 0.961 2.878 0.950
H 2.221 -1.447 -1.662
H 4.109 -2.189 0.894
H -0.887 2.366 2.872
O -0.522 -3.310 -0.390
H 0.747 0.486 1.294
O -1.837 -2.365 5.015
H 4.565 -0.082 -3.476
H -3.133 -2.126 3.604
H -2.010 -0.253 2.979
H 3.752 -2.798 -2.066
H -2.992 -2.741 -3.835
O -3.141 0.884 -1.608
H -3.138 0.831 3.503
H -2.913 2.187 -5.363
H 2.727 0.583 3.974
H 3.448 3.229 2.137
O -1.046 -0.952 -6.395
H 0.573 2.967 0.058
H -0.265 2.433 -4.042
O 3.596 3.207 -1.942
H 2.446 0.511 -3.886
O -2.721 0.349 2.766
H -3.123 -2.787 2.080
H 0.447 2.586 3.105
H 5.018 0.197 1.079
O -3.234 -3.966 0.876
H -0.200 -4.612 4.552
H 3.738 -4.358 -2.024
O -2.152 2.757 0.062
H -0.336 4.868 1.481
O -0.460 1.544 -4.453
O -0.931 4.225 1.832
H 0.201 1.561 6.108
H 1.498 -2.919 5.185
O 4.123 2.418 1.877
O -5.952 0.019 3.068
H -4.659 2.654 -1.967
O -3.136 1.478 -4.768
H -3.150 1.267 -2.457
*
```